No. 1
{
  "formula": "C21H29BClIN3O2",
  "method": "the ωB97M-V functional and the def2-TZVPD basis",
  "molar_mass_g_mol": 528.651,
  "homo_lumo_gap_ev": 3.1,
  "spin_multiplicity": 1,
  "charge": 1,
  "homo_energy_ev": -8.96,
  "elements": ["C", "C", "C", "C", "C", "B", "Cl", "C", "O", "N", "O", "C", "C", "C", "I", "H", "H", "H", "H", "H", "H", "H", "H", "H", "H", "H", "H", "H", "H", "H", "C", "N", "C", "C", "C", "C", "C", "C", "C", "C", "N", "C", "C", "C", "H", "H", "H", "H", "H", "H", "H", "H", "H", "H", "H", "H", "H", "H"],
  "positions_angstrom": [[0.503, 3.821, 4.964], [-0.128, 4.204, 4.015], [-0.931, 4.717, 2.908], [-0.088, 4.921, 1.599], [-0.383, 3.827, 0.572], [0.151, 4.006, -0.967], [0.234, 5.801, -1.533], [-0.959, 3.306, -1.968], [-1.040, 1.846, -1.669], [-1.437, 1.104, -2.783], [-2.545, 1.297, -3.122], [1.579, 3.236, -1.200], [2.777, 3.832, -0.456], [3.742, 2.775, 0.107], [3.936, 5.136, -1.753], [1.201, 3.445, 5.677], [-1.797, 4.081, 2.717], [-1.331, 5.685, 3.225], [-0.318, 5.914, 1.222], [0.956, 4.879, 1.910], [-1.458, 3.601, 0.605], [0.126, 2.925, 0.943], [-1.952, 3.733, -1.796], [-0.721, 3.439, -3.026], [1.831, 3.167, -2.262], [1.432, 2.206, -0.842], [2.476, 4.482, 0.363], [3.813, 1.912, -0.557], [4.747, 3.188, 0.203], [3.426, 2.472, 1.110], [0.315, -8.415, -2.063], [0.025, -7.051, -1.559], [-1.255, -6.688, -1.367], [-1.569, -5.445, -0.873], [-0.549, -4.549, -0.559], [0.766, -4.946, -0.782], [1.026, -6.201, -1.284], [-0.843, -3.210, 0.007], [-0.299, -2.820, 1.227], [-0.541, -1.550, 1.705], [-1.291, -0.691, 1.005], [-1.843, -1.051, -0.160], [-1.641, -2.306, -0.684], [-1.509, 0.701, 1.467], [-0.200, -8.553, -3.010], [-0.034, -9.136, -1.329], [1.385, -8.521, -2.206], [-2.011, -7.420, -1.613], [-2.609, -5.190, -0.721], [1.595, -4.282, -0.579], [2.032, -6.547, -1.473], [0.314, -3.491, 1.813], [-0.133, -1.197, 2.641], [-2.423, -0.290, -0.667], [-2.080, -2.548, -1.642], [-2.579, 0.877, 1.550], [-1.075, 1.365, 0.722], [-1.029, 0.850, 2.429]]
}

No. 2
{
  "formula": "C21H29BN2O2SbSeTl",
  "method": "the ωB97M-V functional and the def2-TZVPD basis",
  "molar_mass_g_mol": 757.390,
  "homo_lumo_gap_ev": 7.3,
  "spin_multiplicity": 1,
  "homo_energy_ev": -7.26,
  "elements": ["Tl", "C", "N", "C", "Se", "N", "C", "C", "C", "C", "C", "C", "H", "H", "H", "H", "H", "H", "H", "H", "C", "Sb", "C", "C", "H", "H", "H", "H", "H", "H", "H", "H", "H", "C", "C", "C", "C", "C", "C", "C", "C", "O", "B", "O", "C", "C", "H", "H", "H", "H", "H", "H", "H", "H", "H", "H", "H", "H"],
  "positions_angstrom": [[-0.171, -0.360, -2.435], [5.560, -0.504, -4.565], [4.955, -0.148, -3.282], [3.617, -0.057, -3.106], [2.158, -0.024, -4.368], [3.414, 0.130, -1.776], [4.609, 0.259, -1.138], [4.840, 0.609, 0.221], [6.188, 0.780, 0.545], [7.160, 0.602, -0.398], [6.922, 0.249, -1.716], [5.599, 0.139, -2.091], [4.704, -0.594, -5.256], [6.094, -1.426, -4.567], [6.229, 0.316, -4.828], [2.426, 0.223, -1.386], [4.077, 0.680, 1.010], [6.428, 0.942, 1.597], [8.182, 0.718, -0.082], [7.708, 0.154, -2.433], [-6.852, -0.751, -3.734], [-5.225, 0.573, -3.804], [-4.054, -0.663, -5.026], [-6.213, 1.614, -5.544], [-6.673, -1.704, -4.289], [-7.708, -0.305, -4.167], [-7.074, -1.060, -2.707], [-4.667, -0.837, -5.967], [-3.876, -1.622, -4.490], [-3.126, -0.223, -5.358], [-6.837, 0.930, -6.184], [-5.440, 2.006, -6.198], [-6.835, 2.386, -5.063], [-1.781, 0.754, 6.199], [-1.827, -0.373, 5.181], [-1.749, -1.728, 5.883], [-3.189, -0.295, 4.519], [-0.758, -0.208, 4.068], [0.274, 0.773, 4.139], [1.168, 1.103, 3.179], [0.902, 0.542, 1.962], [1.529, 0.769, 0.739], [0.882, -0.086, -0.208], [-0.115, -0.794, 0.487], [-0.087, -0.425, 1.766], [-0.919, -0.852, 2.820], [-2.595, 0.696, 6.960], [-1.824, 1.826, 5.829], [-0.840, 0.699, 6.738], [-2.539, -1.731, 6.687], [-0.762, -1.868, 6.407], [-1.818, -2.568, 5.162], [-3.933, -0.585, 5.273], [-3.355, -1.002, 3.730], [-3.393, 0.687, 4.077], [0.346, 1.371, 5.031], [1.955, 1.813, 3.354], [-1.689, -1.550, 2.604]]
}

No. 3
{
  "formula": "C21H29BN8O4Ru",
  "method": "the ωB97M-V functional and the def2-TZVPD basis",
  "molar_mass_g_mol": 569.397,
  "homo_lumo_gap_ev": [7.5, 7.2],
  "spin_multiplicity": 2,
  "charge": 1,
  "homo_energy_ev": [-11.84, -11.62],
  "elements": ["Ru", "C", "C", "C", "C", "C", "N", "N", "B", "N", "N", "C", "C", "C", "C", "C", "N", "N", "C", "C", "C", "C", "C", "H", "H", "H", "H", "H", "H", "H", "H", "H", "H", "H", "H", "H", "H", "H", "H", "H", "H", "H", "H", "H", "H", "O", "C", "C", "C", "C", "C", "C", "N", "H", "H", "H", "H", "H", "H", "H", "O", "N", "O", "O"],
  "positions_angstrom": [[0.071, -0.035, -0.130], [3.440, 2.166, -0.063], [3.338, 0.678, -0.066], [4.489, -0.103, -0.060], [4.062, -1.415, -0.046], [4.870, -2.663, -0.025], [2.723, -1.393, -0.046], [2.248, -0.106, -0.064], [1.797, -2.620, -0.025], [0.883, -2.452, 1.217], [0.340, -1.226, 1.429], [-0.466, -1.308, 2.508], [-1.255, -0.148, 3.001], [-0.391, -2.591, 3.015], [0.460, -3.293, 2.160], [0.877, -4.717, 2.208], [0.954, -2.541, -1.312], [0.417, -1.334, -1.611], [-0.339, -1.481, -2.714], [-1.113, -0.353, -3.302], [-0.223, -2.785, -3.160], [0.588, -3.434, -2.232], [1.028, -4.852, -2.187], [4.497, 2.419, -0.026], [3.042, 2.621, -0.971], [2.984, 2.615, 0.819], [5.503, 0.257, -0.062], [5.925, -2.407, -0.074], [4.697, -3.232, 0.888], [4.633, -3.307, -0.871], [2.398, -3.640, 0.030], [-1.027, 0.764, 2.442], [-2.320, -0.363, 2.921], [-1.021, 0.053, 4.047], [-0.889, -2.978, 3.886], [0.492, -5.182, 3.112], [0.475, -5.257, 1.350], [1.962, -4.813, 2.199], [-0.973, 0.577, -2.747], [-0.795, -0.172, -4.329], [-2.177, -0.585, -3.307], [-0.670, -3.214, -4.038], [0.688, -5.372, -3.079], [2.113, -4.929, -2.129], [0.602, -5.352, -1.317], [-1.975, 0.061, -0.265], [-2.679, 1.219, 0.126], [-1.782, 2.418, 0.128], [-2.338, 3.686, 0.216], [-1.512, 4.792, 0.217], [-0.143, 4.592, 0.117], [0.332, 3.302, 0.031], [-0.451, 2.213, 0.039], [-2.494, -0.794, 0.224], [-3.110, 1.071, 1.123], [-3.508, 1.385, -0.569], [-3.412, 3.787, 0.279], [-1.925, 5.789, 0.283], [0.552, 5.418, 0.102], [1.381, 3.115, -0.060], [-2.868, -3.854, 0.921], [-2.528, -2.771, 0.519], [-3.195, -1.707, 0.849], [-1.549, -2.571, -0.217]]
}

No. 4
{
  "formula": "C21H29Cl3F6MgN5O2S",
  "method": "the ωB97M-V functional and the def2-TZVPD basis",
  "molar_mass_g_mol": 660.215,
  "homo_lumo_gap_ev": 9.5,
  "spin_multiplicity": 1,
  "charge": 1,
  "homo_energy_ev": -11.81,
  "elements": ["Mg", "C", "C", "N", "C", "C", "C", "C", "C", "C", "C", "N", "C", "C", "N", "N", "H", "H", "H", "H", "H", "H", "H", "H", "H", "H", "H", "H", "H", "H", "H", "H", "H", "H", "Cl", "C", "Cl", "Cl", "C", "N", "C", "C", "O", "C", "F", "F", "F", "C", "F", "F", "F", "H", "H", "H", "O", "S", "C", "C", "C", "C", "H", "H", "H", "H", "H", "H", "H", "H"],
  "positions_angstrom": [[-0.448, 0.797, 0.223], [-2.175, 1.034, -2.300], [-1.370, -0.245, -2.456], [-0.049, -0.150, -1.813], [0.950, 0.627, -2.553], [0.891, 2.095, -2.215], [1.259, 3.100, -3.099], [1.192, 4.415, -2.660], [0.755, 4.694, -1.372], [0.409, 3.631, -0.553], [-0.049, 3.787, 0.874], [-1.041, 2.773, 1.245], [-2.425, 3.085, 0.850], [-2.703, 2.747, -0.606], [-2.309, 1.372, -0.887], [0.489, 2.377, -0.983], [-3.143, 0.911, -2.798], [-1.668, 1.864, -2.799], [-1.273, -0.491, -3.520], [-1.899, -1.066, -1.967], [0.303, -1.091, -1.695], [0.862, 0.488, -3.637], [1.937, 0.259, -2.254], [1.581, 2.861, -4.104], [1.469, 5.222, -3.326], [0.681, 5.713, -1.016], [-0.415, 4.806, 1.042], [0.826, 3.639, 1.514], [-1.016, 2.646, 2.249], [-2.654, 4.143, 1.021], [-3.082, 2.494, 1.490], [-2.127, 3.401, -1.266], [-3.761, 2.935, -0.818], [-2.950, 0.724, -0.437], [4.201, 2.620, 1.338], [4.128, 0.923, 0.820], [4.776, 0.798, -0.815], [5.033, -0.078, 1.953], [2.697, 0.540, 0.850], [1.583, 0.745, 1.095], [-2.028, -1.452, 3.279], [-2.107, -1.533, 1.750], [-1.334, -0.627, 1.122], [-3.583, -1.296, 1.325], [-3.915, -0.002, 1.565], [-3.754, -1.478, -0.007], [-4.485, -2.050, 1.956], [-1.681, -2.958, 1.298], [-1.400, -3.004, -0.023], [-2.597, -3.906, 1.535], [-0.545, -3.344, 1.930], [-2.442, -0.497, 3.602], [-0.981, -1.495, 3.570], [-2.574, -2.256, 3.774], [3.029, -1.435, -0.045], [1.965, -2.331, 0.568], [1.791, -3.720, -0.588], [1.904, -4.990, 0.244], [3.043, -4.736, 1.228], [2.792, -3.354, 1.827], [2.632, -3.607, -1.275], [0.851, -3.621, -1.129], [2.086, -5.851, -0.398], [0.973, -5.170, 0.782], [4.003, -4.749, 0.709], [3.077, -5.495, 2.009], [3.692, -2.801, 2.090], [2.125, -3.386, 2.688]]
}

No. 5
{
  "formula": "C21H29Cl4N5O3SSiV",
  "method": "the ωB97M-V functional and the def2-TZVPD basis",
  "molar_mass_g_mol": 652.404,
  "homo_lumo_gap_ev": [7.7, 8.5],
  "spin_multiplicity": 4,
  "homo_energy_ev": [-7.73, -8.61],
  "elements": ["V", "N", "C", "C", "O", "O", "H", "H", "H", "H", "S", "C", "C", "N", "C", "H", "H", "H", "Cl", "Si", "Cl", "Cl", "C", "C", "C", "C", "C", "O", "C", "C", "C", "C", "C", "C", "Cl", "C", "C", "C", "N", "C", "N", "C", "N", "H", "H", "H", "H", "H", "H", "H", "H", "H", "H", "H", "H", "H", "H", "H", "H", "H", "H", "H", "H", "H", "H"],
  "positions_angstrom": [[0.952, -3.281, -0.238], [0.691, -2.059, -2.075], [0.542, -3.024, -3.189], [1.304, -4.331, -2.919], [1.647, -5.032, -3.844], [1.484, -4.599, -1.657], [-0.116, -1.439, -2.038], [1.498, -1.465, -2.250], [0.864, -2.601, -4.142], [-0.519, -3.275, -3.270], [1.816, -5.829, 3.534], [2.169, -6.693, 2.103], [1.949, -5.916, 1.017], [1.513, -4.645, 1.314], [1.405, -4.478, 2.607], [2.505, -7.714, 2.122], [2.063, -6.178, -0.025], [1.044, -3.562, 3.045], [-2.612, -2.046, -0.909], [-1.452, -3.654, 0.008], [-2.241, -3.517, 2.023], [-2.478, -5.334, -0.714], [-2.799, 3.310, 0.126], [-2.008, 2.093, 0.632], [-3.038, 1.084, 1.161], [-1.294, 1.507, -0.592], [-1.048, 2.531, 1.783], [-1.865, 3.096, 2.831], [-0.038, 3.655, 1.441], [1.293, 3.421, 0.717], [1.232, 3.271, -0.779], [0.598, 4.221, -1.574], [0.506, 4.068, -2.947], [1.068, 2.948, -3.539], [0.947, 2.735, -5.259], [1.734, 2.002, -2.779], [1.811, 2.174, -1.405], [-0.433, 1.373, 2.618], [0.348, 0.315, 1.986], [-0.068, -0.828, 1.451], [0.967, -1.544, 1.026], [2.031, -0.769, 1.375], [1.702, 0.350, 1.963], [-3.447, 2.986, -0.689], [-2.160, 4.099, -0.273], [-3.455, 3.731, 0.889], [-3.835, 0.971, 0.425], [-3.485, 1.418, 2.095], [-2.638, 0.084, 1.307], [-2.030, 0.994, -1.211], [-0.520, 0.784, -0.350], [-0.833, 2.283, -1.200], [-2.227, 3.930, 2.514], [0.207, 4.085, 2.416], [-0.591, 4.437, 0.912], [1.819, 2.570, 1.139], [1.913, 4.293, 0.947], [0.158, 5.098, -1.116], [0.006, 4.805, -3.558], [2.190, 1.150, -3.264], [2.325, 1.435, -0.805], [-1.254, 0.880, 3.135], [0.223, 1.806, 3.374], [-1.097, -1.129, 1.377], [3.057, -1.050, 1.198]]
}

No. 6
{
  "formula": "C21H29CoFN4OPS2",
  "method": "the ωB97M-V functional and the def2-TZVPD basis",
  "molar_mass_g_mol": 526.529,
  "homo_lumo_gap_ev": [5.6, 6.6],
  "spin_multiplicity": 2,
  "charge": -1,
  "homo_energy_ev": [-3.28, -4.28],
  "elements": ["Co", "F", "C", "C", "C", "C", "C", "C", "H", "H", "H", "H", "C", "C", "C", "C", "C", "C", "C", "H", "H", "H", "H", "H", "H", "H", "S", "C", "N", "S", "C", "C", "N", "C", "P", "O", "N", "C", "C", "N", "C", "C", "H", "H", "H", "H", "H", "H", "H", "H", "H", "H", "H", "H", "H", "H", "H", "H", "H", "H"],
  "positions_angstrom": [[1.581, 1.957, 0.385], [-1.183, -0.698, 5.147], [-0.502, -0.092, 4.134], [0.504, -0.782, 3.496], [1.175, -0.155, 2.443], [0.856, 1.137, 2.041], [-0.136, 1.810, 2.740], [-0.837, 1.197, 3.785], [0.752, -1.791, 3.811], [1.954, -0.704, 1.934], [-0.367, 2.843, 2.492], [-1.621, 1.716, 4.327], [3.347, 1.170, -0.282], [3.264, -0.309, -0.375], [3.757, -1.135, 0.643], [3.667, -2.525, 0.565], [3.077, -3.141, -0.532], [2.586, -2.336, -1.556], [2.684, -0.951, -1.478], [3.455, 1.656, -1.250], [4.076, 1.527, 0.433], [4.212, -0.662, 1.511], [4.067, -3.133, 1.372], [3.007, -4.224, -0.592], [2.123, -2.795, -2.425], [2.298, -0.330, -2.284], [2.516, 3.653, 1.900], [3.536, 2.616, 2.750], [4.240, 1.896, 3.338], [0.805, 4.252, -1.986], [1.091, 3.251, -0.866], [-2.770, -0.072, -3.401], [-1.533, 0.074, -2.653], [-0.328, -0.253, -3.415], [-1.440, 0.095, -0.994], [-0.080, 0.487, -0.579], [-2.753, 1.033, -0.607], [-3.278, 0.972, 0.766], [-2.725, 2.423, -1.105], [-1.813, -1.363, -0.329], [-0.760, -2.212, 0.232], [-3.067, -2.042, -0.614], [-2.740, 0.563, -4.293], [-3.622, 0.235, -2.797], [-2.931, -1.104, -3.737], [-0.221, 0.434, -4.261], [-0.374, -1.275, -3.811], [0.553, -0.160, -2.786], [-3.105, -0.007, 1.204], [-4.353, 1.171, 0.752], [-2.796, 1.714, 1.408], [-2.285, 2.471, -2.100], [-2.140, 3.069, -0.445], [-3.747, 2.809, -1.157], [0.173, -1.657, 0.304], [-0.599, -3.097, -0.396], [-1.033, -2.545, 1.237], [-3.817, -1.342, -0.981], [-3.456, -2.504, 0.299], [-2.939, -2.837, -1.361]]
}